Formula: C2H2BrCl3
Source: the OMol25 dataset
Level of theory: ωB97M-V/def2-TZVPD

Atoms and positions in Å:
C: 0.32513 -0.84248 0.47602
C: -0.44263 0.99896 -0.48934
Cl: 2.02294 -1.24950 0.16569
Cl: -0.01598 -0.65645 2.15111
Cl: 0.71736 1.14644 -1.81201
Br: -2.19570 0.75811 -1.00273
H: -0.14690 -1.70325 0.06168
H: -0.26421 1.54818 0.44958

Calculated values
Energy relative to the best compared isomer or geometry (same formula, charge and spin) ... 157.0 kJ/mol
HOMO (spin up / spin down) ... -0.2532 / -0.4002 Eh
Gap between HOMO and LUMO (spin up / spin down) ... 7.548 / 8.209 eV
2S+1 ... 3


Formula: C5H8N
Source: the OMol25 dataset
Level of theory: ωB97M-V/def2-TZVPD

Atoms and positions in Å:
C: 1.25846 0.87437 -1.46016
N: 0.23045 0.49325 -0.85164
C: -0.94009 -0.19577 -0.94132
C: -1.56437 0.36672 0.31631
C: -0.13349 0.07031 0.46708
C: 0.65913 -0.78708 1.44195
H: 2.19211 1.10826 -0.92855
H: 1.46163 0.80895 -2.49913
H: -1.20828 -0.87596 -1.70115
H: -2.07709 1.37369 0.38033
H: -2.28939 -0.28942 0.89172
H: 1.25588 -0.14840 1.90621
H: 1.24574 -1.63403 0.94285
H: -0.09067 -1.16489 2.03551

Calculated values
Energy relative to the best compared isomer or geometry (same formula, charge and spin) ... 412.8 kJ/mol
HOMO ... -0.5224 Eh
Total charge ... +1
Gap between HOMO and LUMO ... 10.057 eV


Formula: C2H5N3O
Source: the OMol25 dataset
Level of theory: ωB97M-V/def2-TZVPD

Atoms and positions in Å:
H: -2.66155 0.11148 0.37402
N: -1.91135 -0.57287 0.26766
C: -0.77895 -0.03684 0.04809
N: -0.37922 1.24359 -0.20784
N: 0.32558 -0.85347 -0.20962
C: 1.60289 -0.54719 -0.13438
O: 2.11216 0.42931 0.39862
H: 0.60756 1.48505 -0.08246
H: -1.08986 1.94638 -0.22575
H: -0.00991 -1.72098 0.08556
H: 2.18263 -1.48446 -0.31388

Calculated values
Energy relative to the best compared isomer or geometry (same formula, charge and spin) ... 95.0 kJ/mol
HOMO ... -0.3510 Eh
Gap between HOMO and LUMO ... 10.341 eV


Formula: C62H69BGe2O5PdS4
Source: the OMol25 dataset
Level of theory: ωB97M-V/def2-TZVPD

Atoms and positions in Å:
Pd: -2.73494 0.34984 -0.94848
C: -1.87629 -5.97933 1.56669
C: -1.73327 -4.73792 2.40493
C: -0.53905 -4.43352 3.04566
C: -0.40033 -3.28778 3.81529
C: 0.89746 -2.99380 4.52198
C: -1.48790 -2.41337 3.94836
C: -2.72034 -2.73021 3.35643
C: -3.97682 -1.92269 3.57710
C: -2.80904 -3.87964 2.57691
C: -1.34465 -1.19490 4.79638
C: -1.78010 -1.24008 6.11722
C: -1.71999 -0.11296 6.92006
C: -1.25717 1.08229 6.39695
C: -0.80275 1.15593 5.08146
C: -0.79974 -0.00487 4.30017
Ge: -0.11953 0.04330 2.41813
S: -2.08553 0.07134 1.34396
S: 1.08725 -1.67769 1.60425
Ge: 2.07174 -0.01072 0.33587
S: -0.68010 0.25934 -1.89794
S: 1.36491 1.63742 1.84102
C: 4.07538 -0.38598 0.32354
C: 4.58094 -0.43524 -0.97605
C: 5.92815 -0.73085 -1.17474
C: 6.75182 -0.98221 -0.09017
C: 6.23516 -0.94703 1.19462
C: 4.89266 -0.64320 1.42108
C: 4.42730 -0.59264 2.83661
C: 3.99779 -1.74806 3.48907
C: 3.87654 -3.07178 2.77992
C: 3.69254 -1.68305 4.84726
C: 3.83723 -0.51190 5.57096
C: 3.55654 -0.46288 7.04910
C: 4.27375 0.62758 4.90085
C: 4.55585 0.61208 3.54526
C: 5.00750 1.86616 2.84628
C: 3.74065 -0.19727 -2.18543
C: 3.50833 1.10275 -2.65274
C: 3.84389 2.31046 -1.81691
C: 2.93825 1.27642 -3.90838
C: 2.59353 0.19701 -4.71000
C: 2.13357 0.40614 -6.12594
C: 2.74283 -1.08409 -4.19035
C: 3.31407 -1.29863 -2.94432
C: 3.47013 -2.69866 -2.41067
C: -0.34378 2.48123 4.56937
C: 0.94400 2.93256 4.87229
C: 1.89759 2.08982 5.67744
C: 1.34590 4.19152 4.44075
C: 0.49482 5.02067 3.72733
C: 0.93737 6.38236 3.26618
C: -0.79089 4.56872 3.45983
C: -1.23285 3.32032 3.87704
C: -2.65781 2.92283 3.61494
H: -0.95734 -6.56377 1.57035
H: -2.11371 -5.71939 0.53366
H: -2.68529 -6.60660 1.94445
H: 0.30627 -5.10547 2.94135
H: 1.62372 -3.78500 4.33767
H: 0.73869 -2.90882 5.59884
H: 1.32408 -2.04881 4.17714
H: -3.80544 -1.06834 4.22837
H: -4.74408 -2.55508 4.02879
H: -4.37186 -1.55048 2.63229
H: -3.75820 -4.11490 2.10444
H: -2.18421 -2.16886 6.50243
H: -2.05040 -0.16273 7.94998
H: -1.24647 1.98034 7.00307
H: 6.31920 -0.75921 -2.18497
H: 7.79951 -1.20729 -0.24646
H: 6.87107 -1.15380 2.04743
H: 4.03411 -2.97121 1.70794
H: 2.88202 -3.49174 2.94050
H: 4.61068 -3.77974 3.17097
H: 3.35395 -2.58429 5.34928
H: 3.26388 -1.44221 7.42569
H: 2.75329 0.24363 7.26765
H: 4.44293 -0.13318 7.59378
H: 4.41879 1.54680 5.45868
H: 5.18166 2.66808 3.56290
H: 4.24060 2.19685 2.14216
H: 5.92453 1.69657 2.28028
H: 4.65565 2.11082 -1.11860
H: 2.96727 2.60940 -1.23163
H: 4.12192 3.15369 -2.44800
H: 2.78072 2.28310 -4.28181
H: 1.56676 1.32994 -6.22247
H: 1.51450 -0.42205 -6.47327
H: 3.00296 0.47856 -6.78472
H: 2.43462 -1.93850 -4.78418
H: 2.97781 -3.41634 -3.06527
H: 3.02789 -2.78021 -1.41487
H: 4.52185 -2.97642 -2.32344
H: 1.63636 1.03423 5.62702
H: 1.88060 2.39657 6.72674
H: 2.91240 2.21368 5.30545
H: 2.35147 4.52965 4.66999
H: 1.92742 6.62294 3.65096
H: 0.23889 7.15012 3.60169
H: 0.97438 6.42247 2.17590
H: -1.47787 5.21280 2.92043
H: -3.26987 3.79891 3.40709
H: -3.08638 2.37850 4.45667
H: -2.72928 2.26890 2.74172
C: -6.00802 -0.58192 -3.15424
C: -5.37709 -0.89746 -1.81008
C: -6.28308 -1.72439 -0.91245
O: -4.10482 -1.56171 -1.99259
C: -4.88184 0.38324 -1.07943
O: -4.77994 0.33194 0.17321
O: -4.48674 1.36227 -1.78933
H: -6.26799 -1.50683 -3.67404
H: -5.31127 -0.00774 -3.76232
H: -6.91503 0.00693 -3.01362
H: -6.55662 -2.65905 -1.40661
H: -7.18919 -1.16174 -0.68537
H: -5.77051 -1.93805 0.02243
H: -4.24354 -2.40732 -2.43092
C: -3.27127 3.17621 -8.86214
C: -3.25191 1.65171 -9.00355
C: -4.57803 1.21940 -9.64390
C: -2.08734 1.26577 -9.93085
C: -3.03617 0.95107 -7.66249
C: -3.16708 -0.43894 -7.58198
C: -2.89750 -1.15926 -6.42357
C: -2.45586 -0.44196 -5.33421
O: -2.03822 -0.88651 -4.10605
B: -1.59634 0.25374 -3.43785
O: -1.78595 1.39018 -4.21692
C: -2.31524 0.93751 -5.39707
C: -2.61455 1.65515 -6.53403
H: -3.50859 3.62800 -9.82612
H: -2.30060 3.56091 -8.54493
H: -4.03028 3.49629 -8.14576
H: -4.71863 1.74400 -10.59083
H: -5.41654 1.46238 -8.98902
H: -4.60172 0.15014 -9.85091
H: -2.17621 1.78062 -10.89021
H: -2.07509 0.19091 -10.11730
H: -1.13315 1.53899 -9.47586
H: -3.47641 -0.98822 -8.46135
H: -3.02375 -2.23258 -6.37621
H: -2.49247 2.72910 -6.53191

Calculated values
Energy relative to the best compared isomer or geometry (same formula, charge and spin) ... 347.9 kJ/mol
HOMO (spin up / spin down) ... -0.2742 / -0.3057 Eh
Gap between HOMO and LUMO (spin up / spin down) ... 7.946 / 5.655 eV
2S+1 ... 5